1.
{
  "formula": "C4H7GaO3",
  "method": "ωB97M-V/def2-TZVPD",
  "total_charge": 1,
  "spin_multiplicity": 2,
  "largest_force_ev_per_a": 5.79,
  "relative_energy_ev": 0.917,
  "orbital_gap_ev": [9.46, 5.74],
  "species": ["H", "H", "C", "H", "C", "C", "H", "H", "O", "C", "O", "O", "Ga", "H", "H"],
  "coordinates": [[1.3347, -1.4481, -1.1700], [-0.6970, -1.2131, 0.7245], [1.9988, -0.7825, -0.6104], [-2.4837, 1.0067, -0.4522], [-2.2657, 0.2267, 0.2896], [1.4588, 0.3230, 0.2744], [-2.3161, 0.6835, 1.2864], [-0.8457, -0.7746, -0.9877], [1.8457, -0.8897, 0.8322], [-0.9065, -0.3812, 0.0378], [0.0812, 0.6260, 0.2484], [2.0993, 1.4457, 0.4581], [0.6822, 2.4838, -0.2158], [3.0453, -0.7498, -0.9282], [-3.0314, -0.5563, 0.2128]],
  "atomic_forces_ev_per_a": [[0.23, 0.24, 0.14], [0.09, 0.39, -0.06], [-0.39, 0.47, 0.38], [-0.06, -0.21, 0.08], [-0.07, 0.23, 0.11], [1.53, -5.14, -2.19], [-0.03, -0.24, -0.18], [0.17, 0.28, 0.24], [-0.45, 1.20, 0.57], [-1.09, -1.27, -0.28], [-0.32, 1.12, 0.21], [0.15, 2.61, 0.38], [0.44, -0.12, 0.55], [-0.40, 0.14, 0.04], [0.20, 0.29, 0.01]],
  "lowdin_charge": [0.1211, 0.1548, 0.0311, 0.0865, -0.0438, -0.7296, 0.0974, 0.1405, 0.0886, -0.1966, -0.1547, -0.0240, 1.1869, 0.1372, 0.1045]
}

***

2.
{
  "formula": "C31H57FN3O2",
  "method": "ωB97M-V/def2-TZVPD",
  "total_charge": 1,
  "largest_force_ev_per_a": 1.69,
  "orbital_gap_ev": 7.91,
  "species": ["H", "H", "C", "H", "H", "H", "H", "C", "C", "O", "N", "H", "H", "H", "C", "H", "H", "H", "C", "C", "H", "N", "H", "H", "C", "C", "H", "C", "H", "H", "C", "H", "C", "H", "H", "C", "H", "C", "H", "C", "H", "C", "H", "H", "C", "H", "H", "H", "C", "H", "C", "H", "H", "C", "C", "H", "H", "H", "H", "H", "H", "H", "C", "C", "H", "C", "C", "H", "H", "H", "H", "H", "H", "H", "H", "H", "C", "C", "C", "H", "O", "H", "H", "C", "H", "F", "H", "C", "H", "C", "C", "H", "N", "H"],
  "coordinates": [[3.0577, -3.0211, -2.4151], [5.1326, -0.5681, -1.0950], [-3.6834, 2.8910, -0.2289], [-7.6880, 2.7866, -1.0116], [0.2186, 4.0675, 5.3480], [0.2283, 3.9308, 0.3738], [4.7500, -0.4174, 1.5394], [-1.7240, 1.6654, 6.9945], [-0.6576, 2.7434, 6.8403], [-5.6041, 5.1613, -1.9695], [-2.2069, 2.9442, -0.2768], [-3.7260, 1.5643, -1.8500], [-7.1282, 3.1213, -2.6175], [5.2098, -3.0367, -0.4125], [1.7837, 1.2530, 1.5105], [-6.8602, 7.2614, -1.4659], [1.1634, 1.4693, 3.5046], [-7.4455, 5.0491, -1.1260], [-2.6508, 3.9032, 4.8393], [-4.2812, 2.4551, -1.5524], [4.9124, -11.1783, -4.0205], [-2.1263, 3.2416, 2.0466], [6.4552, -6.7907, -2.1831], [2.3783, -0.9206, -0.2749], [-4.9467, 6.2435, -1.3591], [4.3083, -1.2673, -1.2197], [-5.4469, 8.3583, -1.4213], [-5.8801, 7.4403, -1.0444], [-1.6959, 2.8622, -1.1478], [-2.4080, 2.2773, 2.2690], [4.0694, -11.0653, -5.9905], [-3.9921, 2.1781, 0.5214], [4.8884, -2.6800, -1.3841], [-4.4676, 5.9486, -0.4174], [3.9851, -8.9824, -3.3144], [5.6453, -6.4208, -2.7973], [0.4448, 2.3758, 5.0839], [3.8775, -3.6313, -2.0422], [-2.7489, 3.9384, 5.9142], [4.3164, -10.5940, -4.7084], [-1.6368, 0.8673, 6.2617], [-1.0411, 3.5563, 3.0023], [-0.9205, 4.6358, 3.1001], [3.4581, -4.3631, -1.3556], [3.8511, -0.1114, 1.0189], [1.3608, 0.9481, 0.5612], [-1.6752, 1.2123, 7.9769], [5.7890, -2.5813, -1.9802], [-6.8154, 3.1003, -1.5785], [-5.9501, 1.2018, -2.0490], [3.7998, -9.3712, -4.3068], [2.3840, 2.1534, 1.3797], [3.7623, -1.0019, -2.1184], [-0.2940, 3.1079, 5.3921], [3.3011, -10.3145, -6.8700], [-3.5735, 3.5733, 4.3780], [3.1662, 0.4814, 2.9762], [-5.8900, 1.5953, -0.3736], [-4.0312, 3.8648, 0.0883], [4.8298, -3.6443, -3.9562], [3.8362, -5.0973, -3.6302], [-4.1495, 6.5998, -1.9996], [-1.5082, 3.1065, 0.8029], [0.6892, 1.6163, 2.5454], [3.1112, -10.6789, -7.8705], [-6.5054, 4.4949, -1.0941], [3.3930, -1.1770, 0.0284], [-2.7319, 2.0518, 6.9036], [4.4760, -12.0175, -6.3037], [-2.4789, 4.9290, 4.5192], [2.1393, -0.7374, 2.1474], [2.1666, -8.4982, -7.1393], [1.0845, 3.7393, 2.4311], [-0.9389, 3.6240, 7.4099], [4.7059, -6.8056, -2.4028], [-4.1618, 3.1877, -2.3408], [4.5216, -4.3710, -3.2066], [-1.4389, 3.0600, 4.3879], [3.0352, -8.6428, -5.1942], [4.0068, 0.8068, 0.4587], [5.7101, -5.0035, -2.7324], [-6.1779, 4.5403, -0.0529], [-1.8014, 2.0324, 4.3350], [-5.7363, 2.0140, -1.3644], [-5.9616, 7.5443, 0.0313], [2.5294, -7.4538, -4.7999], [5.7743, -6.7241, -3.8371], [0.2486, 3.0577, 2.3334], [0.2446, 2.3614, 7.3069], [2.7740, -9.0945, -6.4713], [2.7214, 0.1765, 2.0334], [-0.1233, 0.9020, 2.4123], [-0.1749, 3.1519, 0.8865], [3.3899, -2.1625, 0.4801]],
  "atomic_forces_ev_per_a": [[-0.31, -0.11, -0.16], [0.06, 0.19, -0.09], [0.03, 0.42, -0.53], [-0.26, -0.10, -0.01], [-0.05, 0.27, 0.10], [0.38, -0.50, -0.33], [0.32, 0.06, -0.07], [-0.20, -0.02, 0.00], [-0.04, -0.09, -0.09], [0.62, -0.50, 0.23], [-0.04, 0.02, -0.13], [0.14, -0.10, -0.14], [0.09, 0.23, -0.20], [0.12, -0.17, 0.20], [0.15, 0.28, 0.99], [-0.18, 0.18, -0.16], [-0.28, 0.07, 0.41], [-0.17, 0.08, 0.20], [0.57, 0.37, -0.30], [0.21, -0.84, 0.24], [0.01, 0.02, 0.01], [0.67, -1.46, -0.52], [0.21, -0.20, 0.00], [-0.21, -0.19, -0.01], [-0.35, 0.99, 0.39], [0.07, -0.48, 0.81], [-0.15, 0.19, -0.19], [0.62, -0.60, 0.24], [-0.28, -0.19, -0.04], [-0.89, 0.43, 0.27], [0.03, -0.06, -0.02], [0.14, -0.25, 0.28], [-0.32, 0.65, -0.17], [0.02, -0.31, 0.03], [-0.03, 0.00, 0.00], [0.23, 0.66, -0.15], [0.16, -0.07, -0.13], [0.38, 0.04, -0.22], [-0.17, -0.19, 0.18], [-0.06, 0.01, -0.15], [0.21, -0.17, -0.07], [0.63, 0.00, 0.87], [-0.35, 0.18, -0.27], [0.00, -0.01, 0.23], [-1.19, -0.25, 0.17], [-0.07, 0.11, -0.25], [0.11, -0.10, 0.20], [0.14, -0.31, -0.26], [0.35, -0.48, 0.38], [-0.01, -0.15, -0.17], [0.05, 0.08, 0.25], [0.10, 0.14, -0.40], [-0.01, 0.20, -0.23], [0.14, -0.35, -0.02], [0.05, -0.02, 0.12], [-0.21, -0.09, 0.05], [-0.20, 0.00, 0.30], [0.24, -0.09, 0.26], [-0.14, 0.24, 0.06], [-0.09, 0.01, -0.29], [-0.10, -0.13, -0.28], [0.08, -0.31, -0.47], [-0.51, 0.45, 1.02], [0.73, -0.19, -0.97], [-0.02, 0.01, 0.00], [-0.67, 0.59, -0.63], [0.52, 0.37, -0.77], [-0.21, 0.14, -0.10], [0.00, 0.01, 0.00], [-0.13, 0.24, 0.02], [0.06, -0.18, 0.48], [0.01, 0.02, 0.02], [0.12, 0.07, 0.39], [-0.11, 0.16, 0.05], [-0.19, -0.03, 0.02], [-0.08, 0.28, -0.02], [0.39, 0.25, 0.63], [-0.65, 0.31, 0.42], [0.10, -0.22, -0.08], [0.50, 0.18, -0.02], [-0.38, -0.32, 0.03], [0.32, -0.17, 0.11], [0.22, -0.29, -0.21], [-0.46, 0.69, -0.34], [-0.30, 0.12, 0.19], [0.00, 0.04, 0.02], [-0.04, -0.36, -0.02], [-0.73, -0.63, -0.86], [0.25, 0.12, 0.11], [-0.12, 0.12, -0.14], [0.33, -0.18, -0.70], [-0.31, 0.07, 0.33], [0.65, 1.20, -0.28], [-0.29, -0.11, 0.37]],
  "lowdin_charge": [0.1060, 0.1026, -0.1455, 0.1156, 0.1275, 0.1726, 0.1154, -0.1030, -0.2349, -0.1529, 0.1556, 0.1154, 0.1215, 0.1107, -0.2125, 0.0745, 0.1001, 0.1208, -0.0377, -0.1720, 0.1064, 0.1542, 0.0865, 0.1009, -0.2756, -0.2007, 0.0706, -0.0534, 0.1781, 0.1585, -0.0930, 0.1197, -0.2034, 0.0948, 0.1057, -0.1032, 0.0910, -0.1713, 0.0683, -0.0785, 0.0749, -0.2463, 0.1530, 0.1134, -0.2010, 0.1055, 0.0760, 0.1071, -0.1542, 0.1109, -0.0255, 0.1133, 0.1020, -0.1657, -0.0800, 0.0821, 0.1118, 0.1073, 0.1027, 0.1238, 0.1067, 0.1126, -0.3341, -0.1384, 0.1061, -0.2334, -0.2097, 0.0633, 0.1026, 0.0849, 0.1163, 0.1173, 0.1570, 0.1072, 0.0764, 0.1173, -0.2261, -0.3345, -0.2872, 0.1060, -0.1993, 0.1258, 0.1293, -0.1738, 0.0698, 0.0452, 0.0899, -0.2031, 0.1054, -0.0178, -0.2101, 0.1309, 0.1426, 0.1086]
}

***

Record order is preserved below.
DFT total energy: -2306.74739, -1629.75003 hartree